Entry 1:
C5H6N | ωB97M-V/def2-TZVPD

XYZ file:
```
12
Properties=species:S:1:pos:R:3:mulliken_charge:R:1
C -0.19106 -0.12769 -0.34580 0.66
C -1.06455 -1.20235 -0.29954 -0.29
C -1.92014 -1.07615 0.90772 -0.59
C -0.39252 -1.12898 0.94004 0.00
C 1.63352 1.46165 -1.08712 -0.71
N 0.74786 0.55723 -0.53254 -0.02
H -2.36181 -0.21757 1.29057 0.25
H -2.45661 -1.84350 1.23577 0.32
H 0.46781 -1.41457 1.63888 0.39
H 1.14032 2.35038 -1.03568 0.35
H 2.64962 1.40019 -0.64751 0.27
H 1.74756 1.24136 -2.06478 0.38
```

The charge is +1. The HOMO energy (alpha / beta) is -14.8 / -14.8 eV. Its LUMO energy (alpha / beta) is -6.6 / -6.6 eV. As for the HOMO-LUMO gap (alpha / beta): 8.173 / 8.172 eV. The max |F| comes out at 4.26 eV Å⁻¹. The energy relative to the best compared isomer or geometry (same formula, charge and spin) comes out at 159.5 kcal per mole.



Entry 2:
C3H7N3OS | ωB97M-V/def2-TZVPD

XYZ file:
```
15
Properties=species:S:1:pos:R:3:mulliken_charge:R:1
N -2.22107 -0.98842 0.08734 -0.62
C -0.92037 -0.36387 -0.06485 1.03
N -1.10896 1.12661 -0.02073 -0.54
C 0.16027 -1.09935 0.07512 -0.59
C 1.42758 -0.55660 0.02041 0.14
S 2.86112 -1.26439 -0.01005 -0.51
N 1.39171 0.82167 0.04546 -0.32
O 2.42660 1.65895 -0.06282 -0.30
H -2.88155 -0.69959 -0.60355 0.24
H -2.12515 -1.97800 0.05444 0.21
H -0.43368 1.97375 -0.07536 0.26
H -2.36058 1.30161 0.02234 0.30
H 0.05637 -2.26323 -0.18100 0.13
H 0.65822 1.27493 0.73845 0.32
H 3.06950 1.05592 -0.02518 0.26
```

The HOMO energy is -8.4 eV. Its LUMO energy is 0.4 eV. As for the HOMO-LUMO gap: 8.745 eV. Its structure (SMILES) is NC(N)=CC(=S)NO. The max |F| comes out at 6.70 eV Å⁻¹. The energy relative to the best compared isomer or geometry (same formula, charge and spin) comes out at 125.2 kcal per mole.



Entry 3:
C4H8ClN | ωB97M-V/def2-TZVPD

XYZ file:
```
14
Properties=species:S:1:pos:R:3:mulliken_charge:R:1
C -1.52727 1.76881 -0.15394 -0.77
C -0.55378 0.79002 0.20932 -0.59
C -0.46467 -0.63295 0.42375 0.51
Cl -2.12163 -1.33754 -0.13091 -0.23
C 0.84165 -1.35222 -0.11597 -0.39
N 1.99162 -0.19765 -0.14718 -0.59
H -2.50181 1.47002 -0.55288 0.24
H -1.49747 2.90904 -0.02079 0.23
H 0.42725 1.35476 0.49619 0.35
H -0.58247 -0.98109 1.59754 0.24
H 1.06962 -2.31259 0.60846 0.30
H 0.48372 -1.59578 -1.27262 0.22
H 1.38625 0.64457 -0.69359 0.26
H 3.04900 -0.52739 -0.24739 0.21
```

The HOMO energy is -9.1 eV. Its LUMO energy is 0.6 eV. As for the HOMO-LUMO gap: 9.622 eV. Its structure (SMILES) is C=C[C@@H](Cl)CN. The max |F| comes out at 6.96 eV Å⁻¹. The energy relative to the best compared isomer or geometry (same formula, charge and spin) comes out at 86.1 kcal per mole.



Entry 4:
C5H8N | ωB97M-V/def2-TZVPD

XYZ file:
```
14
Properties=species:S:1:pos:R:3:mulliken_charge:R:1
C -1.36256 1.16055 -0.80722 -0.46
C 0.00910 1.61908 -1.01473 0.03
C 0.67279 0.05845 0.73711 0.04
C -0.37409 0.77116 0.10909 0.16
C 0.47892 -1.37821 1.19315 -1.19
N 0.62564 0.33264 -0.96155 -0.21
H -2.16443 1.91874 -0.67674 0.26
H -1.78011 0.45915 -1.52313 0.25
H 0.44195 2.62302 -1.22093 0.34
H 1.56647 0.60610 1.09880 0.41
H -0.10281 -1.89443 0.40825 0.35
H -0.07671 -1.30179 1.99666 0.38
H 1.37673 -1.75939 1.49155 0.36
H 0.37448 -0.46807 -1.43360 0.28
```

The charge is +1. The HOMO energy (alpha / beta) is -10.3 / -16.2 eV. The spin multiplicity is 3. Its LUMO energy (alpha / beta) is -2.8 / -9.1 eV. As for the HOMO-LUMO gap (alpha / beta): 7.514 / 7.113 eV. The max |F| comes out at 8.65 eV Å⁻¹. The energy relative to the best compared isomer or geometry (same formula, charge and spin) comes out at 177.4 kcal per mole.



Entry 5:
C25H30N4O2 | ωB97M-V/def2-TZVPD

XYZ file:
```
61
Properties=species:S:1:pos:R:3:mulliken_charge:R:1
O 3.60867 2.97433 -0.71932 -0.63
C 2.44479 3.04979 -1.03666 0.49
C 1.92457 2.61068 -2.40208 -1.20
C 0.90036 1.47859 -2.30791 -0.31
O -0.32880 2.01904 -1.85930 -0.39
C -1.39231 1.17483 -1.68299 0.16
C -2.55630 1.76534 -1.19119 -0.31
C -3.68093 0.99962 -0.96372 -0.51
C -3.66333 -0.36215 -1.22273 -0.67
C -2.51209 -0.94606 -1.71679 -0.28
C -1.37646 -0.18708 -1.94921 -0.09
N 1.46602 3.51518 -0.21881 0.05
C 1.70552 3.97438 1.08412 0.55
C 2.19644 5.19300 1.50399 -0.98
C 2.21456 5.09797 2.89914 -0.34
N 1.77125 3.92231 3.29693 -1.44
N 1.46531 3.23747 2.20033 1.30
C 0.99845 1.87705 2.33020 -0.71
C -0.37110 1.67521 1.68245 0.73
C -0.79385 0.21393 1.78573 -1.41
N 0.18951 -0.63300 1.13471 1.33
C -0.28668 -1.99792 1.00242 -1.46
C 0.59921 -2.83282 0.06575 -0.60
C -0.16884 -4.00353 -0.47804 0.13
C -0.54572 -4.05584 -1.81323 -0.01
C -1.28324 -5.12101 -2.30066 -0.72
C -1.65554 -6.15153 -1.45568 -0.46
C -1.27933 -6.11361 -0.12350 -0.60
C -0.54114 -5.04865 0.35956 -0.38
C 1.45734 -0.53613 1.83780 -1.30
C 2.00168 0.88496 1.73883 -0.07
H 1.46400 3.46333 -2.90477 0.36
H 2.77948 2.27376 -2.98798 0.42
H 1.24677 0.70391 -1.61023 0.16
H 0.76683 1.02829 -3.30080 0.59
H -2.55800 2.82649 -0.99418 0.40
H -4.57545 1.46747 -0.58056 0.38
H -4.54211 -0.96194 -1.04132 0.42
H -2.48877 -2.00626 -1.92282 0.41
H -0.49149 -0.66729 -2.33252 0.30
H 0.51474 3.49660 -0.56299 0.29
H 2.49889 6.01474 0.88931 0.42
H 2.52570 5.83076 3.61633 0.47
H 0.91950 1.71082 3.41096 0.27
H -0.32132 1.93396 0.62834 -0.58
H -1.11468 2.31176 2.16494 0.29
H -0.92341 -0.06315 2.84850 0.46
H -1.75360 0.08247 1.27965 0.43
H -1.28904 -1.94406 0.56790 0.44
H -0.37112 -2.49908 1.98266 0.30
H 1.47963 -3.19344 0.60158 0.45
H 0.93194 -2.19188 -0.75137 0.31
H -0.25194 -3.25937 -2.48216 0.39
H -1.56738 -5.14609 -3.34288 0.40
H -2.23215 -6.98265 -1.83381 0.38
H -1.56069 -6.91820 0.54023 0.38
H -0.24566 -5.02803 1.39870 0.40
H 1.34691 -0.81901 2.90141 0.27
H 2.17034 -1.22025 1.37653 0.58
H 2.95169 0.95887 2.26960 0.45
H 2.18241 1.12311 0.69161 -0.10
```

The HOMO energy is -8.7 eV. Its LUMO energy is 0.7 eV. As for the HOMO-LUMO gap: 9.400 eV. Its structure (SMILES) is O=C(CCOc1ccccc1)Nc1ccnn1C1CCN(CCc2ccccc2)CC1. The max |F| comes out at 0.82 eV Å⁻¹. The energy relative to the best compared isomer or geometry (same formula, charge and spin) comes out at 41.0 kcal per mole.



Entry 6:
C4H8N2 | ωB97M-V/def2-TZVPD

XYZ file:
```
14
Properties=species:S:1:pos:R:3:mulliken_charge:R:1
C -0.74208 0.41070 1.55617 -0.38
C 3.09126 0.21696 -0.12261 0.75
C 2.61878 -0.43188 0.86602 -0.99
C -1.56403 0.41168 -0.77141 -0.78
N 3.71449 0.83437 -0.97667 -0.52
N -0.93778 0.00286 0.39806 -0.01
H -1.09330 1.44981 1.75937 0.11
H 2.67305 -1.55310 0.90367 0.27
H 2.21996 0.28559 1.74058 0.20
H -0.55258 -0.97927 0.25058 0.25
H -2.09985 -0.51405 -1.19738 0.27
H -0.78717 0.74890 -1.58586 0.22
H -2.25806 1.14877 -0.57510 0.34
H 3.13781 1.06662 -1.82952 0.27
```

The HOMO energy is -7.9 eV. Its LUMO energy is 0.6 eV. As for the HOMO-LUMO gap: 8.491 eV. The max |F| comes out at 4.95 eV Å⁻¹. The energy relative to the best compared isomer or geometry (same formula, charge and spin) comes out at 111.9 kcal per mole.



Entry 7:
C6H13NP | ωB97M-V/def2-TZVPD

XYZ file:
```
21
Properties=species:S:1:pos:R:3:mulliken_charge:R:1
C 2.78356 0.64212 0.02716 -1.40
C -2.50476 0.12574 0.02750 -0.58
C 1.08162 -1.30513 0.60490 -0.61
C 1.82642 -0.43337 -0.43519 0.23
C -1.19122 0.84238 -0.13024 0.55
C -0.84057 2.10985 0.01221 -0.87
N -2.10481 -1.28133 0.05279 -0.51
P -0.00564 -0.48540 -0.55926 0.25
H 2.37428 1.21042 0.85955 0.35
H 3.01227 1.32430 -0.78805 0.34
H -3.02733 0.45625 0.92695 0.36
H -3.15009 0.33360 -0.83041 0.31
H 1.19832 -2.38124 0.59987 0.32
H 1.05948 -0.88632 1.60607 0.34
H 2.24761 -1.01314 -1.25637 0.37
H 0.17739 2.42549 -0.14360 0.27
H 3.71008 0.17258 0.35127 0.39
H -1.54663 2.87638 0.28494 0.32
H -2.11574 -1.65399 0.99852 0.24
H -2.70690 -1.87273 -0.51550 0.25
H -0.27733 -1.20646 -1.69313 0.09
```

The charge is +1. The HOMO energy is -13.7 eV. Its LUMO energy is -3.3 eV. As for the HOMO-LUMO gap: 10.457 eV. The max |F| comes out at 1.25 eV Å⁻¹. The energy relative to the best compared isomer or geometry (same formula, charge and spin) comes out at 2.4 kcal per mole.



Entry 8:
C3H8NO3 | ωB97M-V/def2-TZVPD

XYZ file:
```
15
Properties=species:S:1:pos:R:3:mulliken_charge:R:1
O -2.56756 -1.30801 -0.52778 -0.80
C -1.32188 -1.29504 -0.71244 0.19
C -0.60646 -0.81033 0.73003 -0.77
N 0.13887 0.40543 0.41595 -0.51
C 0.28369 0.36548 -1.14194 -0.40
O -0.95055 0.05145 -1.58753 -0.49
H -0.78666 -2.08784 -1.27952 0.27
H 0.16054 -1.47730 1.20450 0.19
H -1.41459 -0.74225 1.43485 0.35
H -0.47156 1.20259 0.57390 0.27
H 1.07666 -0.35086 -1.34207 0.30
H 0.64808 1.34547 -1.45192 0.33
H 1.50284 0.97912 1.32117 0.58
H 2.02083 2.11510 0.78550 0.27
O 2.28774 1.60697 1.57727 -0.79
```

The charge is -1. The HOMO energy is -3.3 eV. Its LUMO energy is 4.1 eV. As for the HOMO-LUMO gap: 7.446 eV. The max |F| comes out at 3.11 eV Å⁻¹. The energy relative to the best compared isomer or geometry (same formula, charge and spin) comes out at 71.5 kcal per mole.



Which value of energy relative to the best compared isomer or geometry (same formula, charge and spin) does entry 5 give? 41.0 kcal per mole



Look up the max |F| of the fifth one. 0.82 eV Å⁻¹



The highest energy relative to the best compared isomer or geometry (same formula, charge and spin) belongs to which entry? C5H8N



Among the records above, which one has the highest max |F|? C5H8N